Entry from the Open Molecules 2025 dataset: a structure of composition C33H27AsN3O14RuS (the ωB97M-V functional and the def2-TZVPD basis).

Positions of all 80 atoms, in Å:
C: -3.260 5.288 -2.257
C: -1.923 -0.318 4.485
C: -3.426 4.045 -1.666
C: 4.748 -6.123 -2.544
H: -4.124 5.885 -2.521
O: -1.409 -0.160 5.589
C: -0.871 5.030 -2.154
C: -1.046 3.778 -1.582
H: 4.666 2.345 1.610
C: 2.770 -6.004 -1.163
H: -1.858 6.734 -2.992
C: 2.600 -4.644 -1.495
O: -1.224 0.978 -1.219
C: -2.216 -0.587 2.150
H: 2.629 -5.524 1.254
H: 1.868 -7.079 1.662
C: -1.275 -0.185 3.161
H: 3.544 -2.767 -0.430
O: -2.286 1.917 0.812
H: 0.862 -5.687 1.176
O: 5.328 -1.853 -0.067
O: -4.485 -1.486 2.228
H: -2.743 -4.770 1.099
H: -1.378 -1.364 -2.207
C: 1.809 -6.202 1.010
H: 5.580 -6.691 -2.928
C: 3.151 -0.895 0.211
O: -1.899 -0.680 0.948
C: -1.986 5.771 -2.514
C: 2.272 0.113 0.636
C: 6.216 -1.670 -1.142
O: 1.400 1.855 -1.978
C: -3.334 -0.776 4.237
H: -4.404 3.651 -1.433
C: 2.888 1.252 1.165
C: -1.692 -2.116 -1.497
H: 3.925 -7.764 -1.412
O: -0.296 -3.965 1.378
H: 3.401 -3.029 -2.669
C: -2.312 3.285 -1.361
Ru: 0.224 0.121 0.424
O: 0.325 2.196 0.620
C: 4.259 1.428 1.209
O: -3.649 1.086 -1.042
H: 6.624 -2.657 -1.370
N: 0.463 -1.897 -0.377
C: -1.195 -3.470 0.439
O: -4.183 -0.998 5.116
C: 4.594 -4.782 -2.869
C: -0.801 -2.498 -0.497
O: 1.899 -6.678 -0.328
C: -3.343 -3.617 -0.615
C: 5.108 0.429 0.759
C: 3.821 -6.727 -1.696
C: 3.536 -4.057 -2.372
S: -2.395 1.647 -0.595
As: 0.438 2.678 -0.956
N: 2.764 -2.137 -0.282
H: 2.366 3.762 -0.456
C: 1.536 -2.622 -0.547
H: 0.855 -3.638 2.990
O: 1.535 4.183 -0.702
H: 7.029 -0.980 -0.888
H: 0.636 -4.417 -0.890
C: 4.548 -0.740 0.287
H: -0.787 -2.948 3.127
H: 6.182 0.544 0.803
H: -3.652 -2.336 -2.308
C: -2.960 -2.664 -1.545
H: 0.441 -2.138 2.113
O: -0.077 0.101 2.882
H: 5.311 -4.304 -3.522
H: -4.336 -4.039 -0.636
C: -2.459 -4.026 0.368
H: 0.133 5.409 -2.299
N: 1.503 -3.914 -1.024
C: -3.510 -0.986 2.787
C: 0.061 -3.113 2.454
H: 2.265 2.038 1.571
H: 5.694 -1.282 -2.023

Calculated values
Charge: -2
2S+1: 6
Highest occupied orbital energy (spin up / spin down), eV: 0.6 / -1.9
HOMO-LUMO gap (spin up / spin down), eV: 2.9 / 5.4

Entry from the Open Molecules 2025 dataset: a structure of composition C22H56HgO24S7 (the ωB97M-V functional and the def2-TZVPD basis).

Positions of all 110 atoms, in Å:
H: 5.443 -3.250 -2.693
C: 0.198 -2.034 0.827
S: 2.810 -2.342 4.801
O: -2.208 -1.860 -0.180
O: 3.690 4.270 -3.518
O: -1.985 -2.661 2.142
S: 5.087 -0.533 0.329
O: 0.919 1.112 0.440
C: 4.077 4.416 -5.888
H: 0.363 5.370 -0.163
H: 1.277 2.501 -3.406
H: -3.568 2.363 2.636
C: 0.399 0.315 5.011
H: 3.976 3.358 -6.139
O: -0.817 -2.698 -2.572
C: -0.663 -4.061 -3.083
O: -1.909 -0.627 -2.970
O: -5.033 4.129 1.008
H: -5.672 1.612 2.182
H: 1.370 -1.602 -3.419
H: -2.520 -4.762 -2.288
H: -1.006 6.272 -1.031
H: 2.900 1.900 -3.370
H: 0.243 1.123 5.733
H: -0.071 -4.053 -3.995
O: -0.539 1.138 -1.286
O: -5.233 -2.316 1.175
H: 5.130 4.637 -5.717
C: -0.633 -5.033 1.010
H: 3.118 -0.535 3.325
C: -0.681 5.661 -0.193
H: 2.187 4.759 -4.894
H: 3.267 0.956 0.012
C: -4.426 -0.961 3.299
H: 3.395 5.988 -4.608
O: -1.180 -2.015 -4.900
H: -0.161 -4.554 -2.253
C: 3.252 4.914 -4.725
C: 2.139 2.363 -2.749
O: -3.674 2.466 -0.194
C: -1.529 4.391 -0.227
O: -1.381 -4.074 0.248
H: -7.832 2.572 2.417
S: 2.603 4.030 -2.364
O: -6.410 -0.330 1.750
H: 4.196 0.804 -1.405
C: 3.591 -0.855 4.251
C: -7.755 1.663 1.815
H: 5.686 -0.235 -2.286
H: -0.920 6.206 0.724
H: -2.042 -5.620 -3.813
C: 0.657 -0.790 -3.497
H: -2.709 -3.980 -3.760
S: -0.970 -1.495 -3.598
H: 0.635 -0.181 -2.585
H: -0.766 -7.062 1.577
H: 1.768 -0.699 6.386
O: -2.873 4.729 0.152
H: 1.837 1.822 -1.851
H: 7.048 -1.269 -2.053
O: 1.287 -1.912 4.810
H: 4.239 -2.016 -3.037
H: -2.888 4.005 2.861
C: -6.528 0.953 2.360
C: 5.311 -2.211 -2.988
H: -4.466 0.065 3.652
S: -3.767 3.567 0.709
H: -0.635 -4.785 2.074
H: 0.740 -0.171 -4.385
O: 3.296 4.067 -1.134
H: -6.630 0.904 3.450
O: -1.345 0.978 0.769
H: 0.153 -1.167 1.479
H: -5.118 -1.556 3.894
H: 0.143 -1.278 6.455
H: 3.722 4.922 -6.790
H: 3.458 -0.113 5.031
H: -8.658 1.083 2.010
O: 1.526 4.924 -2.634
O: 4.646 -1.257 1.469
H: -2.237 -6.423 0.854
O: 5.560 -1.658 -0.688
H: 3.111 -0.560 -0.993
H: 0.411 -1.745 -0.199
C: 3.770 0.205 -0.599
O: 2.936 -3.339 3.792
H: -0.951 -6.800 -0.231
H: -1.050 3.626 0.393
H: -1.466 3.938 -1.220
C: -2.034 -4.684 -3.264
H: -7.704 1.892 0.756
H: -0.567 0.105 4.556
S: -4.975 -1.000 1.629
H: -2.026 2.594 2.016
O: -4.172 -0.078 0.866
C: 0.893 -0.893 5.762
H: 0.830 -2.825 1.210
C: -0.267 1.167 0.025
C: 5.959 -1.256 -2.008
O: 6.109 0.447 0.468
H: 0.419 -4.950 0.715
C: -1.145 -6.435 0.775
H: 5.747 -2.069 -3.979
H: 1.070 0.605 4.207
H: 4.621 -1.078 3.994
O: 3.142 -2.591 6.163
S: -1.489 -2.604 0.808
C: -2.946 3.152 2.197
Hg: -2.683 0.331 -0.982
H: -3.446 -1.428 3.344

Calculated values
Charge: 0
Highest occupied orbital energy, eV: -8.2
HOMO-LUMO gap, eV: 7.2

Entry from the Open Molecules 2025 dataset: a cluster of 2 separate species, C4H12 in total (the ωB97M-V functional and the def2-TZVPD basis).

Positions of all 16 atoms, in Å:
H: 0.378 -2.155 -2.327
H: -1.319 1.147 -0.157
H: -0.426 -0.764 -1.483
H: 0.549 1.395 -0.289
C: -0.458 2.537 1.244
H: 0.563 2.910 1.330
H: -0.016 0.421 0.865
H: 0.316 -2.707 0.482
H: -1.030 3.416 0.987
H: -0.965 -2.444 -1.387
H: 1.141 -1.034 0.227
H: 1.776 -2.471 -0.449
C: 0.810 -2.014 -0.194
H: -0.869 2.180 2.239
C: -0.368 1.372 0.319
C: -0.083 -1.788 -1.405

Calculated values
Charge: +1
Energy relative to the best compared isomer or geometry (same formula, charge and spin), kcal/mol: 15.40
2S+1: 2
Highest occupied orbital energy (spin up / spin down), eV: -16.1 / -15.6
HOMO-LUMO gap (spin up / spin down), eV: 13.0 / 4.2

Maximum force, respectively: 0.08079, 0.04400, 0.04350 Eh/bohr.
M, respectively: 897.6, 1129.7, 60.1 g mol⁻¹.